93
Properties=species:S:1:pos:R:3 method="wB97M-V/def2-TZVPD" orbital_gap_ev=6.833 e_lumo_ha=-0.026 molar_mass_g_mol=671.57 total_energy_ha=-2873.96546 largest_force_ev_per_a=3.8 e_homo_ha=-0.277
P -1.51 -1.46 -3.22
P -0.54 2.00 -3.64
C -1.52 -0.49 -4.85
C -0.53 0.67 -4.98
H -2.52 -0.08 -5.07
H -1.18 -1.24 -5.60
H 0.49 0.28 -4.93
H -0.63 1.15 -5.98
C -2.15 2.44 -3.00
H -1.93 3.03 -2.09
H -2.75 1.55 -2.72
H -2.71 3.01 -3.75
C -0.36 3.29 -5.01
H -1.33 3.35 -5.54
H 0.42 3.04 -5.75
H -0.12 4.28 -4.60
C -2.96 -2.54 -3.23
H -3.12 -3.08 -2.28
H -2.75 -3.30 -4.01
H -3.92 -2.02 -3.43
C -0.18 -2.63 -3.73
H 0.52 -1.99 -4.29
H -0.57 -3.41 -4.44
H 0.33 -3.09 -2.87
Sn -2.06 -0.11 -1.22
C 2.68 2.34 -4.50
C 1.99 2.41 -3.33
C 1.93 1.39 -2.18
C 2.74 0.09 -2.31
C 2.53 -0.81 -3.52
C 2.73 -0.72 -4.87
C 3.66 0.22 -5.59
C 3.87 1.50 -4.74
C -1.04 -1.77 -0.17
H 2.43 3.11 -5.24
H 1.51 3.40 -3.10
H 0.88 1.04 -1.99
H 2.19 1.92 -1.25
H 3.80 0.26 -2.00
H 2.39 -0.55 -1.47
H 2.20 -1.78 -3.13
H 2.03 -1.25 -5.54
H 3.17 0.42 -6.57
H 4.65 -0.23 -5.77
H 4.27 1.18 -3.77
H 4.58 2.14 -5.26
H -0.37 -1.27 0.54
H -0.46 -2.31 -0.93
H -1.72 -2.48 0.34
C -1.64 -2.27 3.87
C -2.59 -1.08 3.71
C -3.92 -1.55 3.13
C -2.78 -0.35 5.04
O -2.06 -0.16 2.70
Si -0.65 0.68 2.68
S -0.49 1.43 0.79
O -0.65 1.69 4.02
C -1.19 3.02 4.16
C -2.48 3.17 3.38
C -1.47 3.26 5.64
C -0.13 4.00 3.68
O 0.54 -0.36 3.18
C 1.94 -0.28 3.51
C 2.71 0.11 2.25
C 2.22 0.70 4.64
C 2.36 -1.65 4.02
H -2.13 -3.06 4.46
H -0.74 -1.95 4.40
H -1.37 -2.70 2.90
H -4.38 -2.28 3.80
H -4.60 -0.69 3.02
H -3.78 -2.02 2.15
H -1.81 -0.04 5.46
H -3.44 0.53 4.92
H -3.25 -1.02 5.77
H -3.22 2.43 3.73
H -2.89 4.17 3.57
H -2.31 3.05 2.31
H -0.56 3.19 6.25
H -1.88 4.28 5.77
H -2.21 2.55 6.03
H 0.77 3.90 4.30
H 0.13 3.81 2.63
H -0.52 5.02 3.77
H 2.37 1.07 1.84
H 3.78 0.19 2.49
H 2.58 -0.66 1.48
H 1.65 0.42 5.54
H 3.29 0.65 4.90
H 1.99 1.73 4.37
H 1.79 -1.93 4.91
H 2.23 -2.42 3.25
H 3.42 -1.63 4.30

106
Properties=species:S:1:pos:R:3 method="wB97M-V/def2-TZVPD" orbital_gap_ev=9.193 e_lumo_ha=0.077 molar_mass_g_mol=770.71 total_energy_ha=-4774.92490 total_charge=-1 largest_force_ev_per_a=4.6 e_homo_ha=-0.261
As 0.62 -0.46 0.12
F 0.82 1.23 -0.54
F 0.05 0.23 1.71
F 0.41 -2.06 0.85
F 1.15 -1.04 -1.49
F 2.33 -0.39 0.81
F -1.09 -0.63 -0.46
C 5.99 0.17 -3.17
O 7.08 0.19 -3.77
N 5.56 -0.71 -2.32
C 4.38 -0.57 -1.43
C 6.40 -1.81 -2.20
H 5.15 0.87 -3.30
H 4.68 -0.25 -0.43
H 3.91 -1.55 -1.32
H 3.61 0.03 -1.90
H 6.03 -2.80 -2.47
H 7.39 -1.80 -2.65
H 6.72 -1.86 -1.16
C -3.13 -5.40 -0.99
O -3.64 -5.43 -2.08
N -2.59 -4.32 -0.40
C -1.91 -4.51 0.91
C -2.36 -3.05 -1.09
H -3.12 -6.34 -0.41
H -0.90 -4.17 0.67
H -2.02 -5.50 1.33
H -2.49 -3.83 1.54
H -1.30 -3.00 -1.30
H -2.87 -3.01 -2.05
H -2.69 -2.23 -0.46
C 5.08 4.16 -0.48
O 6.23 4.34 -1.04
N 4.86 3.19 0.44
C 3.48 3.00 0.99
C 5.94 2.33 1.07
H 4.20 4.73 -0.80
H 3.29 3.22 2.04
H 3.21 1.98 0.74
H 2.76 3.62 0.46
H 6.79 2.14 0.41
H 6.24 2.72 2.04
H 5.55 1.33 1.23
C -4.38 -0.74 1.00
O -5.10 -1.24 1.85
N -4.76 0.28 0.24
C -3.86 0.82 -0.72
C -6.13 0.95 0.30
H -3.30 -0.95 0.96
H -3.33 0.02 -1.22
H -3.12 1.48 -0.26
H -4.47 1.36 -1.44
H -6.42 1.06 -0.75
H -6.79 0.28 0.86
H -6.10 1.82 0.95
C -5.15 1.13 4.35
O -6.12 1.79 4.79
N -3.87 1.28 4.75
C -3.50 2.40 5.66
C -2.66 0.62 4.20
H -5.33 0.39 3.56
H -4.36 2.93 6.08
H -3.09 3.24 5.09
H -2.80 2.14 6.45
H -1.82 0.65 4.90
H -2.91 -0.40 3.93
H -2.29 0.93 3.23
C 1.91 -4.27 3.10
C 1.48 -5.60 3.67
C 1.51 -6.49 2.46
O 2.23 -5.87 1.44
C 2.81 -4.69 1.89
H 2.45 -3.67 3.83
H 1.03 -3.68 2.83
H 0.62 -5.50 4.34
H 2.28 -5.91 4.34
H 0.48 -6.50 2.10
H 1.74 -7.53 2.66
H 2.94 -4.02 1.04
H 3.84 -4.80 2.23
C -2.23 -0.59 -4.99
C -1.46 -0.50 -3.72
C -1.28 1.00 -3.61
O -1.21 1.41 -4.99
C -1.39 0.35 -5.92
H -3.29 -0.35 -4.88
H -2.16 -1.62 -5.35
H -0.56 -1.10 -3.80
H -1.99 -0.87 -2.85
H -0.29 1.21 -3.21
H -2.07 1.54 -3.10
H -0.42 -0.10 -6.16
H -1.84 0.73 -6.84
C -0.65 6.21 -0.21
C -1.20 5.13 -1.09
C 0.01 4.41 -1.60
O 1.13 5.22 -1.21
C 0.66 6.53 -0.88
H -0.54 5.73 0.76
H -1.37 7.03 -0.15
H -1.59 5.59 -2.00
H -1.90 4.52 -0.52
H 0.04 4.40 -2.69
H 0.20 3.42 -1.19
H 0.51 7.11 -1.79
H 1.44 7.08 -0.35

108
Properties=species:S:1:pos:R:3 method="wB97M-V/def2-TZVPD" smiles="CN(C)C=O.CN(C)C=O.CN(C)C=O.CN(C)C=O.CN(C)C=O.BrCCBr.BrCCBr.BrCCBr.BrCCBr.BrCCBr.BrCCBr" orbital_gap_ev=9.233 e_lumo_ha=-0.002 molar_mass_g_mol=1492.65 total_energy_ha=-32602.27274 largest_force_ev_per_a=4.4 e_homo_ha=-0.342
C -0.89 -0.78 -0.96
N -0.24 -0.55 0.28
C 1.06 -1.15 0.46
C -0.74 0.41 1.14
O 0.01 0.89 2.03
H -0.73 -1.82 -1.24
H -1.94 -0.51 -1.07
H -0.37 -0.24 -1.75
H 1.68 -0.67 1.22
H 0.93 -2.20 0.74
H 1.51 -1.16 -0.53
H -1.70 0.75 0.73
C 2.70 -4.75 -0.63
N 3.94 -5.17 -1.24
C 5.07 -4.32 -0.98
C 4.03 -6.37 -1.83
O 5.11 -6.81 -2.27
H 2.31 -3.83 -1.07
H 2.86 -4.64 0.44
H 1.91 -5.50 -0.73
H 5.25 -4.12 0.08
H 5.98 -4.71 -1.42
H 4.96 -3.34 -1.45
H 3.09 -6.94 -1.87
C -1.69 1.86 -3.26
N -1.98 2.95 -4.13
C -2.87 3.92 -3.54
C -1.64 2.97 -5.40
O -1.15 1.94 -5.94
H -2.61 1.41 -2.88
H -1.03 2.28 -2.50
H -1.17 1.00 -3.67
H -3.11 4.74 -4.22
H -3.77 3.45 -3.14
H -2.43 4.43 -2.68
H -1.96 3.82 -6.01
C 4.31 -1.25 2.74
N 3.94 -0.76 4.07
C 3.46 0.63 4.12
C 3.99 -1.59 5.10
O 3.54 -1.35 6.23
H 5.21 -0.76 2.37
H 3.53 -1.17 1.98
H 4.57 -2.31 2.70
H 3.53 1.07 5.12
H 4.01 1.32 3.48
H 2.42 0.42 3.88
H 4.34 -2.59 4.77
C 1.76 -1.89 -6.68
N 1.63 -0.59 -6.13
C 1.51 0.46 -7.12
C 1.35 -0.32 -4.81
O 1.21 -1.19 -3.97
H 2.52 -1.99 -7.46
H 0.92 -2.41 -7.14
H 1.94 -2.66 -5.93
H 0.65 0.32 -7.78
H 1.26 1.37 -6.57
H 2.48 0.55 -7.60
H 1.19 0.75 -4.58
Br -2.80 -4.87 1.85
C -2.84 -2.88 1.55
C -3.46 -2.22 2.80
Br -5.39 -2.51 2.67
H -3.50 -2.75 0.69
H -1.83 -2.51 1.40
H -3.29 -1.14 2.82
H -3.19 -2.69 3.74
Br -6.72 -1.03 -3.44
C -5.51 -0.01 -2.28
C -5.92 -0.24 -0.87
Br -4.52 0.42 0.32
H -5.67 1.02 -2.59
H -4.48 -0.25 -2.54
H -6.01 -1.31 -0.67
H -6.83 0.25 -0.51
Br 0.93 3.86 -1.34
C 2.73 3.41 -0.80
C 2.62 2.32 0.28
Br 4.49 1.71 0.75
H 3.29 4.32 -0.56
H 3.23 3.12 -1.72
H 2.14 1.37 0.07
H 2.04 2.70 1.12
Br -0.29 -0.79 6.46
C 0.15 -1.54 4.66
C -0.02 -3.03 4.61
Br 0.94 -3.71 3.08
H 1.16 -1.20 4.46
H -0.50 -1.09 3.91
H -1.00 -3.50 4.59
H 0.37 -3.51 5.51
Br -2.11 3.14 6.10
C -0.38 2.90 5.15
C 0.17 4.25 4.70
Br 2.09 4.20 4.19
H -0.45 2.18 4.34
H 0.27 2.44 5.90
H 0.04 4.94 5.53
H -0.43 4.59 3.86
Br -2.50 3.52 0.75
C -4.20 4.20 1.52
C -4.63 5.38 0.66
Br -6.48 5.85 1.23
H -3.86 4.67 2.44
H -4.91 3.43 1.81
H -4.59 5.10 -0.39
H -4.03 6.29 0.71

102
Properties=species:S:1:pos:R:3 method="wB97M-V/def2-TZVPD" orbital_gap_ev="5.672 / 4.124" e_lumo_ha="-0.251 / -0.308" molar_mass_g_mol=697.13 total_energy_ha=-1878.03421 multiplicity=2 total_charge=+2 largest_force_ev_per_a=4.9 e_homo_ha="-0.460 / -0.460"
Ba -18.53 -7.38 -11.17
O -14.56 -6.64 -8.89
C -15.24 -7.64 -9.52
O -16.46 -7.69 -9.44
O -14.63 -8.56 -10.09
H -13.71 -7.04 -9.05
C -17.13 -9.09 -14.59
C -16.19 -9.33 -13.49
O -16.22 -8.28 -12.52
H -16.77 -9.67 -15.44
H -17.21 -8.09 -15.03
H -18.10 -9.46 -14.25
H -15.17 -9.61 -13.76
H -16.50 -10.25 -12.99
H -15.54 -8.55 -11.90
C -15.18 -2.69 -6.37
C -15.54 -4.02 -6.96
O -14.85 -4.14 -8.18
H -14.14 -2.36 -6.40
H -15.49 -2.57 -5.34
H -15.67 -1.91 -6.95
H -16.60 -4.22 -7.10
H -15.28 -4.77 -6.21
H -14.85 -5.08 -8.38
C -16.96 -7.85 -5.50
C -17.83 -6.68 -4.91
O -19.14 -6.56 -5.49
H -15.93 -7.75 -5.16
H -17.07 -7.90 -6.58
H -17.34 -8.79 -5.09
H -17.25 -5.81 -5.23
H -17.95 -6.61 -3.83
H -19.69 -5.93 -5.03
C -13.20 -11.96 -13.04
C -13.27 -11.08 -11.77
O -14.61 -11.00 -11.31
H -13.48 -13.00 -12.87
H -12.15 -11.96 -13.35
H -13.77 -11.70 -13.93
H -12.84 -10.08 -11.87
H -12.66 -11.41 -10.93
H -14.66 -10.27 -10.68
C -14.39 -13.27 -8.27
C -15.08 -12.30 -7.36
C -16.60 -12.61 -7.46
C -17.33 -11.82 -6.35
C -16.80 -12.18 -4.94
C -15.28 -12.10 -4.75
N -14.58 -12.55 -5.99
O -13.22 -12.43 -5.84
C -14.99 -10.60 -4.26
C -14.84 -13.05 -3.55
C -14.83 -10.88 -7.91
H -14.72 -14.22 -7.85
H -13.30 -13.25 -8.26
H -14.76 -13.08 -9.27
H -16.96 -12.45 -8.47
H -16.72 -13.65 -7.16
H -18.39 -12.09 -6.43
H -17.24 -10.75 -6.50
H -17.06 -13.20 -4.70
H -17.39 -11.47 -4.36
H -15.60 -10.34 -3.40
H -13.96 -10.32 -4.05
H -15.43 -9.98 -5.04
H -15.39 -12.79 -2.64
H -15.06 -14.10 -3.72
H -13.77 -12.98 -3.37
H -15.08 -10.83 -8.97
H -13.77 -10.60 -7.81
H -15.36 -10.10 -7.37
H -13.22 -11.47 -5.89
C -11.81 -7.03 -11.08
C -11.10 -6.91 -9.71
C -11.05 -5.33 -9.46
C -10.65 -4.99 -8.04
C -11.64 -5.58 -7.09
C -11.73 -7.14 -7.11
N -11.89 -7.54 -8.57
O -12.16 -8.95 -8.80
C -10.47 -7.70 -6.39
C -12.97 -7.60 -6.37
C -9.68 -7.38 -9.76
H -11.20 -6.53 -11.83
H -12.81 -6.58 -11.08
H -11.85 -8.09 -11.32
H -10.32 -4.81 -10.08
H -12.03 -4.89 -9.66
H -10.70 -3.91 -7.96
H -9.66 -5.36 -7.80
H -12.61 -5.10 -7.24
H -11.21 -5.19 -6.17
H -10.38 -7.55 -5.31
H -10.36 -8.78 -6.50
H -9.61 -7.21 -6.84
H -13.36 -8.59 -6.60
H -12.69 -7.55 -5.32
H -13.82 -6.92 -6.48
H -8.98 -7.05 -9.00
H -9.20 -7.26 -10.73
H -9.68 -8.46 -9.66
H -13.00 -8.92 -9.25